The following is a DFT calculation (ωB97M-V/def2-TZVPD) of a molecular structure, C34H40CuN5O3S5Si2.

Values from the calculation:
net charge: -1
2S+1: 2
lowest unoccupied orbital energy (alpha / beta): 2.27 / 2.27 eV

Atoms and positions in Å:
Cu  0.443  -0.346  0.822
S  -2.661  -1.222  1.060
S  4.378  -2.110  2.884
S  -0.872  -3.629  5.460
S  1.391  -3.421  -2.638
S  0.405  -4.440  1.719
Si  -0.224  1.841  1.174
Si  -1.718  2.203  -2.453
O  -0.366  1.278  -2.324
O  0.279  -1.725  2.297
O  0.821  1.322  -4.282
N  3.019  0.229  3.354
N  2.678  -0.956  1.363
N  -0.815  -1.942  -2.054
N  2.460  3.109  -3.172
N  1.049  -1.878  -0.619
C  0.459  -2.272  -1.702
C  -2.623  5.257  0.925
C  -3.276  5.255  -0.300
C  -2.020  -4.605  2.503
C  -2.945  4.281  -1.220
C  -1.696  -5.882  1.953
C  2.290  -2.472  -0.471
C  -0.023  -1.251  5.171
C  -0.564  -2.267  4.445
C  -4.165  -0.592  1.591
C  0.127  -1.557  6.554
C  1.266  3.076  1.473
C  -1.401  3.201  0.333
C  3.966  -2.866  1.385
C  -2.156  -1.582  2.666
C  -1.568  3.343  -3.942
C  -4.277  -0.655  2.944
C  -3.200  1.075  -2.724
C  -3.126  -1.233  3.557
C  3.240  -0.827  2.510
C  4.347  2.164  -2.056
C  -0.811  -2.274  2.920
C  -2.010  3.265  -0.944
C  3.905  2.872  -3.333
C  -0.973  -3.735  2.460
C  -0.297  -2.814  6.858
C  -0.414  -5.936  1.501
C  2.653  -3.316  -1.462
C  -1.713  4.253  1.214
C  -1.091  1.857  2.912
C  3.154  1.245  -1.786
C  3.043  -2.122  0.734
C  1.931  2.068  -2.243
C  0.849  1.249  -2.924
H  0.253  -0.306  4.722
H  -2.988  -4.337  2.908
H  -0.292  -3.314  7.816
H  -3.021  -1.368  4.625
H  1.109  3.717  2.349
H  1.390  3.737  0.605
H  0.090  -6.763  1.022
H  1.395  2.090  -4.496
H  4.433  3.806  -3.528
H  3.052  0.956  -0.743
H  -3.120  0.150  -2.144
H  -3.330  0.807  -3.777
H  5.285  1.619  -2.174
H  -2.832  6.031  1.655
H  -4.108  1.586  -2.388
H  1.464  2.532  -1.373
H  3.135  0.034  4.334
H  2.147  0.697  3.132
H  -1.226  4.274  2.183
H  -4.862  -0.183  0.874
H  0.528  -0.865  7.285
H  -1.138  -1.110  -1.573
H  -4.019  6.008  -0.537
H  -0.700  2.628  3.590
H  -0.859  4.155  -3.751
H  3.565  -3.879  -1.581
H  4.371  -3.832  1.122
H  4.463  2.887  -1.245
H  2.217  2.546  1.615
H  -1.010  -1.932  -3.042
H  -2.172  2.005  2.821
H  -5.134  -0.290  3.496
H  4.062  2.211  -4.191
H  -1.212  2.780  -4.808
H  -3.425  4.313  -2.197
H  -2.394  -6.708  1.895
H  2.304  4.020  -2.766
H  3.232  0.334  -2.385
H  -2.529  3.795  -4.203
H  -0.951  0.890  3.399

The following is a DFT calculation (ωB97M-V/def2-TZVPD) of 2 unconnected molecules or ions with the total composition C2H6O2.

Values from the calculation:
net charge: 0
2S+1: 1
energy relative to the best compared isomer or geometry (same formula, charge and spin): 1.016 eV
lowest unoccupied orbital energy: 0.88 eV

Atoms and positions in Å:
O  0.375  2.153  2.286
O  -0.375  -1.039  -2.383
C  -0.026  -1.310  -1.096
C  -0.629  -0.738  -0.069
H  0.296  -1.338  -3.008
H  -0.379  -1.009  0.940
H  1.220  2.306  1.850
H  0.159  3.012  2.681
H  0.764  -2.038  -0.966
H  -1.406  0.002  -0.236

The lowest 2S+1 belongs to which entry?
C2H6O2